Formula: C11H8Cl2FN3NaS
Source: the OMol25 dataset
Level of theory: ωB97M-V with the def2-TZVPD basis set

ORCA input file:
```
! RIJCOSX wB97M-V def2-TZVPD def2/J DEFGRID3
* xyz 1 1
Cl 2.870 0.869 1.158
Cl -1.362 -0.120 2.336
S -1.654 -2.193 -3.848
Na 2.049 -0.618 3.980
F -0.168 -4.410 -0.093
N -1.149 -0.705 -3.255
N -1.227 -3.312 -2.689
N -1.237 2.217 -3.199
C -0.642 -2.516 -1.716
C 0.694 1.577 3.529
C -1.046 2.118 -1.938
C 0.307 0.577 2.338
C 0.080 -0.081 -1.026
C -0.118 -3.074 -0.433
C 0.475 -2.183 0.537
C 0.222 1.463 -1.265
C 1.194 0.233 1.276
C -0.572 -1.017 -2.036
C 0.560 -0.716 0.195
H 0.382 2.034 -0.299
H -2.149 2.700 -3.284
H 1.117 0.996 4.420
H 1.110 1.724 -1.913
H -0.258 2.109 3.816
H 1.455 2.293 3.101
H -1.806 2.561 -1.222
H 0.873 -2.524 1.529
*
```

Results
- HOMO energy: -11.564 eV
- Orbital gap: 6.87 eV
- Maximum force: 4.0 eV/Å

Formula: C11H8Cl2N2O3SeTiYb
Source: the OMol25 dataset
Level of theory: ωB97M-V with the def2-TZVPD basis set

ORCA input file:
```
! RIJCOSX wB97M-V def2-TZVPD def2/J DEFGRID3
* xyz 4 3
Yb -1.358 -1.322 -7.640
Se -1.891 -1.203 -0.449
Ti -1.014 0.925 -1.410
Cl -0.329 -1.898 -5.479
Cl -1.862 2.908 -1.824
O 1.128 0.649 -8.875
O 1.730 -2.635 -8.666
O 2.062 0.697 -0.978
N 0.587 -0.967 1.217
N -1.256 -0.114 2.047
C 0.891 -0.488 2.509
C -0.297 0.826 4.185
C -0.743 -0.744 0.955
C 0.910 0.990 4.856
C 2.117 0.467 4.316
C 0.236 0.178 -8.332
C -2.609 0.438 2.093
C -0.282 0.065 3.037
C 2.124 -0.254 3.097
C 0.772 -2.376 -8.078
C 0.900 0.820 -1.219
H 1.249 -1.385 0.571
H 3.049 0.626 4.837
H 3.029 -0.623 2.590
H -2.703 1.365 1.522
H -3.325 -0.310 1.682
H 0.963 1.508 5.790
H -2.841 0.623 3.122
H -1.238 1.235 4.522
*
```

Results
- ⟨S²⟩: 2.029
- HOMO energy (alpha / beta): -19.324 / -19.324 eV
- Orbital gap (alpha / beta): 3.80 / 2.83 eV
- Maximum force: 12.0 eV/Å
- Energy above the lowest of the compared OMol25 structures with the same formula, charge and spin: 0.303 eV

Formula: C11H8Cl2N4O2
Source: the OMol25 dataset
Level of theory: ωB97M-V with the def2-TZVPD basis set

ORCA input file:
```
! RIJCOSX wB97M-V def2-TZVPD def2/J DEFGRID3
* xyz 0 1
Cl 0.648 2.973 4.000
Cl 1.706 -0.066 4.090
O 0.042 3.837 1.239
O 1.783 -1.255 1.373
N 0.488 3.195 -2.156
N -0.939 -1.104 -0.718
N -1.624 -0.715 -1.802
N 1.670 -0.562 -2.098
C 1.479 -0.061 1.399
C -1.486 -1.209 -2.974
C 0.680 2.648 -1.142
C 1.317 0.744 2.637
C -1.604 -0.661 0.515
C 0.600 2.744 1.298
C 0.903 2.050 2.593
C 0.901 1.989 0.096
C 1.204 0.661 0.136
C 1.469 -0.020 -1.076
C -0.368 -2.469 -0.707
H -1.056 0.207 0.899
H -2.087 -0.715 -3.739
H -0.736 -3.004 0.178
H -0.843 -2.048 -3.273
H -1.624 -1.463 1.261
H -2.610 -0.337 0.224
H -0.626 -2.996 -1.632
H 0.716 -2.365 -0.623
*
```

Results
- HOMO energy: -8.748 eV
- Orbital gap: 5.49 eV
- Maximum force: 3.7 eV/Å
- Energy above the lowest of the compared OMol25 structures with the same formula, charge and spin: 0.055 eV
- SMILES: N#CC1=C(C#N)C(=O)C(Cl)=C(Cl)C1=O.C=NN(C)C

Formula: C11H8CuO4S
Source: the OMol25 dataset
Level of theory: ωB97M-V with the def2-TZVPD basis set

ORCA input file:
```
! RIJCOSX wB97M-V def2-TZVPD def2/J DEFGRID3
* xyz 2 2
Cu 4.010 1.147 -0.570
S 1.974 -1.092 -0.888
O 3.382 -0.624 -0.768
O -0.911 -1.597 -1.923
O 1.735 -1.397 -2.249
O -3.381 2.242 0.063
C 1.795 -2.490 0.221
C -2.748 1.225 0.131
C -3.360 -0.147 0.137
C 0.910 0.252 -0.210
C 0.755 2.404 1.053
C -0.457 0.189 -0.333
C -1.228 1.274 0.253
C 1.520 1.359 0.480
C -1.272 -0.933 -0.992
C -2.660 -1.151 -0.402
C -0.601 2.340 0.919
H 0.751 -2.827 0.192
H 2.629 1.382 0.601
H -4.343 -0.353 0.562
H -1.200 3.133 1.371
H 1.251 3.208 1.595
H 1.965 -2.094 1.236
H -3.040 -2.173 -0.455
H 2.522 -3.274 -0.023
*
```

Results
- ⟨S²⟩: 0.759
- HOMO energy (alpha / beta): -17.551 / -17.531 eV
- Orbital gap (alpha / beta): 7.99 / 5.41 eV
- Maximum force: 2.5 eV/Å

Formula: C11H8LaNO5
Source: the OMol25 dataset
Level of theory: ωB97M-V with the def2-TZVPD basis set

ORCA input file:
```
! RIJCOSX wB97M-V def2-TZVPD def2/J DEFGRID3
* xyz 2 1
La -1.124 -1.399 -0.675
O -0.531 -3.782 2.056
O -4.708 -4.904 -2.351
O -1.590 0.155 -4.035
O 2.346 -1.936 -1.785
O -4.747 -1.601 -0.364
N -0.754 1.267 0.519
C 2.216 2.379 2.456
C 2.867 2.029 0.140
C 1.565 1.635 -0.178
C 0.920 1.943 2.171
C -3.912 -4.149 -2.019
C 3.180 2.431 1.441
C 1.254 -1.771 -1.439
C 0.609 1.608 0.842
C -1.415 -0.253 -2.970
C -3.601 -1.595 -0.501
C -0.698 -3.027 1.205
H -1.069 1.874 -0.241
H 3.630 2.004 -0.636
H 0.152 1.875 2.953
H -1.186 -2.978 -1.865
H 2.487 2.647 3.475
H 4.191 2.734 1.679
H -1.363 1.459 1.323
H 1.281 1.354 -1.203
*
```

Results
- HOMO energy: -14.960 eV
- Orbital gap: 4.91 eV
- Maximum force: 7.9 eV/Å

Formula: C11H8O2
Source: the OMol25 dataset
Level of theory: ωB97M-V with the def2-TZVPD basis set

ORCA input file:
```
! RIJCOSX wB97M-V def2-TZVPD def2/J DEFGRID3
* xyz 0 1
O -0.257 3.081 -0.024
O -2.349 2.349 0.590
C -0.825 0.609 0.383
C 0.646 -1.287 0.549
C 0.474 0.051 0.021
C -2.109 0.070 -0.159
C 2.358 -0.242 -1.362
C 2.700 -1.471 -0.825
C -1.035 2.208 0.357
C -2.847 1.016 0.770
C -1.884 0.025 1.277
C 1.329 0.571 -0.934
C 1.864 -1.997 0.202
H 3.621 -1.792 -1.143
H -1.893 -0.836 1.856
H 1.322 1.586 -1.426
H 2.033 -2.919 0.660
H 0.171 -1.726 1.406
H -2.385 -0.406 -1.050
H 3.024 0.157 -2.174
H -3.956 0.951 1.028
*
```

Results
- HOMO energy: -9.164 eV
- Orbital gap: 9.97 eV
- Maximum force: 4.5 eV/Å
- Energy above the lowest of the compared OMol25 structures with the same formula, charge and spin: 3.574 eV
- SMILES: O=C1O[C@H]2[C@@H]3[C@H]2[C@]13c1ccccc1

Formula: C11H9AuN2O2S3
Source: the OMol25 dataset
Level of theory: ωB97M-V with the def2-TZVPD basis set

ORCA input file:
```
! RIJCOSX wB97M-V def2-TZVPD def2/J DEFGRID3
* xyz -1 2
Au 0.362 -0.205 -0.025
S 2.985 -2.068 1.230
S -3.335 0.219 3.549
S -0.669 -1.156 3.438
O -1.078 0.977 -1.021
O -4.688 2.441 0.593
N -2.532 1.015 0.785
N -1.642 0.212 1.422
C -3.086 2.208 -1.201
C -2.646 -0.415 5.108
C -4.756 3.840 -2.739
C -3.575 3.348 -3.285
C -2.152 1.339 -0.444
C -4.287 2.710 -0.656
C -1.868 -0.179 2.597
C 1.839 -1.204 0.589
C -2.757 2.543 -2.515
C -5.104 3.525 -1.440
C -1.808 -1.630 4.772
H -2.439 -2.445 4.418
H -1.831 2.147 -2.910
H -1.204 -1.968 5.613
H -3.296 3.591 -4.302
H -2.048 0.369 5.569
H -3.483 -0.667 5.761
H -5.407 4.472 -3.332
H -3.988 1.834 0.978
H -6.021 3.902 -1.004
*
```

Results
- ⟨S²⟩: 0.756
- HOMO energy (alpha / beta): -2.025 / -5.022 eV
- Orbital gap (alpha / beta): 4.51 / 7.51 eV
- Maximum force: 0.6 eV/Å
- Energy above the lowest of the compared OMol25 structures with the same formula, charge and spin: 0.000 eV

Formula: C11H9BN7PtS4
Source: the OMol25 dataset
Level of theory: ωB97M-V with the def2-TZVPD basis set

ORCA input file:
```
! RIJCOSX wB97M-V def2-TZVPD def2/J DEFGRID3
* xyz -1 3
Pt 0.286 0.143 0.010
S -0.649 0.923 2.206
S 1.822 -4.059 -2.114
S -3.846 -1.034 -1.994
S -0.537 2.329 -0.989
N -2.165 5.366 0.091
N -2.097 3.801 3.725
N 2.917 -2.696 -0.028
N -1.620 -0.875 -0.719
N 2.290 0.468 0.309
N 0.788 -2.105 -0.795
N -3.255 0.506 0.181
C 0.213 -3.547 -2.494
C -1.131 2.529 1.734
C -2.535 -2.065 -2.455
C -1.656 3.264 2.807
C -1.113 3.071 0.466
C 3.267 0.240 0.898
C -1.446 -1.844 -1.670
C -0.164 -2.514 -1.694
C -1.668 4.346 0.285
C -2.809 -0.367 -0.725
C 1.873 -2.802 -0.857
B 4.598 -0.041 1.629
H 5.492 0.106 0.837
H 4.671 0.746 2.528
H -2.540 0.830 0.839
H -2.649 -2.749 -3.270
H -4.010 1.129 -0.043
H 2.994 -1.847 0.530
H 4.554 -1.179 2.035
H 3.790 -3.128 -0.280
H -0.346 -4.043 -3.259
*
```

Results
- ⟨S²⟩: 2.009
- HOMO energy (alpha / beta): -4.498 / -4.482 eV
- Orbital gap (alpha / beta): 6.44 / 6.02 eV
- Maximum force: 1.6 eV/Å
- Energy above the lowest of the compared OMol25 structures with the same formula, charge and spin: 0.499 eV

Formula: C11H9F8NO5
Source: the OMol25 dataset
Level of theory: ωB97M-V with the def2-TZVPD basis set

ORCA input file:
```
! RIJCOSX wB97M-V def2-TZVPD def2/J DEFGRID3
* xyz 0 1
F 1.380 -0.021 -0.958
F -0.664 -0.082 -2.215
F 2.775 -1.987 -5.518
F 4.019 -0.426 -4.191
F 2.456 -1.967 -2.348
F 1.602 0.961 -3.644
F 0.578 -2.575 -3.514
F 0.352 -0.496 -4.985
O -1.429 -1.497 0.021
O -1.290 2.423 4.902
O -0.580 2.040 2.156
O -1.965 4.349 3.568
O -2.621 2.038 3.122
N 1.924 1.378 2.427
C 1.225 -1.458 -2.919
C -1.466 1.148 2.930
C 0.787 1.799 2.524
C -1.103 -0.341 0.839
C 1.483 -0.381 -4.091
C 2.829 -0.680 -4.961
C -1.069 1.028 4.490
C -0.250 -1.966 -0.709
C -1.974 -0.208 2.182
C 0.407 -0.845 -1.647
C -1.971 3.138 3.832
H 0.022 -0.408 1.112
H -3.106 -0.179 1.980
H 0.518 -2.459 0.008
H -1.325 0.593 0.185
H -1.728 -1.097 2.863
H -0.086 0.529 4.783
H -0.645 -2.842 -1.357
H 2.830 0.128 -5.791
H -1.913 0.364 4.924
*
```

Results
- HOMO energy: -10.961 eV
- Orbital gap: 10.96 eV
- Maximum force: 6.5 eV/Å
- Energy above the lowest of the compared OMol25 structures with the same formula, charge and spin: 3.625 eV
- SMILES: N#CO[C@@]1(CCOCC(F)(F)C(F)(F)C(F)(F)C(F)F)COC(=O)O1

Formula: C11H9N
Source: the OMol25 dataset
Level of theory: ωB97M-V with the def2-TZVPD basis set

ORCA input file:
```
! RIJCOSX wB97M-V def2-TZVPD def2/J DEFGRID3
* xyz 0 1
N 1.474 -0.557 0.477
C 0.294 0.001 -0.046
C 2.149 0.931 -1.081
C -1.518 1.437 -1.793
C 2.616 0.058 -0.183
C 0.723 0.792 -1.125
C 1.821 -1.381 1.464
C -1.993 0.559 -0.860
C -1.817 -0.935 1.039
C -1.180 -0.136 0.162
C -2.266 -1.485 2.137
C -0.114 1.568 -1.914
H -2.629 -2.594 2.152
H 0.108 2.260 -2.687
H 1.075 -1.395 2.261
H 3.521 -0.102 0.225
H 2.697 1.666 -1.725
H 2.837 -1.873 1.440
H -3.056 0.313 -0.610
H -2.460 -0.979 3.030
H -2.281 1.853 -2.363
*
```

Results
- HOMO energy (alpha / beta): -6.692 / -6.821 eV
- Orbital gap (alpha / beta): 6.96 / 6.45 eV
- Maximum force: 4.4 eV/Å
- Energy above the lowest of the compared OMol25 structures with the same formula, charge and spin: 4.316 eV

Formula: C11H9N3
Source: the OMol25 dataset
Level of theory: ωB97M-V with the def2-TZVPD basis set

ORCA input file:
```
! RIJCOSX wB97M-V def2-TZVPD def2/J DEFGRID3
* xyz 0 1
N 0.215 1.472 0.106
N 3.481 1.012 0.793
N -0.443 -1.217 -0.507
C -1.840 2.929 1.357
C -1.064 2.461 2.337
C -0.732 -2.442 -0.898
C 0.233 -3.365 -1.276
C 2.402 0.814 0.455
C 0.834 -0.843 -0.456
C -1.016 1.484 -0.431
C 1.565 -2.981 -1.230
C 1.082 0.530 0.017
C -1.992 2.266 0.094
C 1.881 -1.702 -0.810
H 2.342 -3.676 -1.512
H -0.910 3.008 3.252
H -0.613 1.487 2.271
H -2.383 3.858 1.492
H -1.194 0.931 -1.349
H -1.784 -2.689 -0.898
H 2.906 -1.367 -0.765
H -2.918 2.385 -0.451
H -0.053 -4.357 -1.592
*
```

Results
- HOMO energy (alpha / beta): -8.304 / -8.303 eV
- Orbital gap (alpha / beta): 7.47 / 7.47 eV
- Maximum force: 2.0 eV/Å
- Energy above the lowest of the compared OMol25 structures with the same formula, charge and spin: 1.362 eV
- SMILES: C=C/C=C\N=C(\C#N)c1ccccn1

Formula: C11H9NO4S2
Source: the OMol25 dataset
Level of theory: ωB97M-V with the def2-TZVPD basis set

ORCA input file:
```
! RIJCOSX wB97M-V def2-TZVPD def2/J DEFGRID3
* xyz 0 1
S -0.741 -0.938 -0.417
S 3.782 0.166 -0.264
O 0.528 1.969 0.522
O 2.332 2.519 -0.525
O -0.036 -0.165 -1.400
O -0.876 -2.350 -0.653
N 1.634 1.720 0.067
C 1.576 -0.677 0.839
C -4.703 -0.497 0.191
C 2.161 0.441 0.267
C 0.162 -0.759 1.214
C -4.830 0.877 0.318
C -2.467 1.149 0.000
C 2.476 -1.763 0.827
C -2.359 -0.222 -0.126
C -3.455 -1.056 -0.032
C -3.718 1.700 0.223
C 3.685 -1.450 0.280
H -5.804 1.311 0.491
H -0.078 -1.647 1.788
H -5.573 -1.132 0.263
H -3.824 2.769 0.322
H -0.218 0.149 1.671
H -3.314 -2.119 -0.147
H 2.224 -2.737 1.206
H -1.582 1.762 -0.076
H 4.530 -2.100 0.163
*
```

Results
- HOMO energy: -9.687 eV
- Orbital gap: 8.79 eV
- Maximum force: 1.9 eV/Å
- SMILES: O=[N+]([O-])c1sccc1CS(=O)(=O)c1ccccc1

Question: What is the maximum force in the fourth record?
Answer: 2.5 eV/Å

Question: Which value of maximum force does entry 7 give?
Answer: 0.6 eV/Å

Question: The highest maximum force belongs to which entry?
Answer: C11H8Cl2N2O3SeTiYb